# 1
ORCA calculation (wB97M-V/def2-TZVPD) on a structure of composition C6H6F3NO3 in a non-equilibrium geometry.

The calculation puts the HOMO energy at -9.99 eV. The value obtained for the molecular weight is 197.112 g/mol. The value obtained for the energy above the lowest of the compared OMol25 structures with the same formula, charge and spin is 16.6 kcal/mol. As for the largest force on an atom: 4.0 eV/A.

The geometry in XYZ format:
```
19
C6H6F3NO3, DFT wB97M-V/def2-TZVPD
F 1.4379 -2.0468 -0.6235
F 3.1857 1.8914 -0.0135
F 0.6312 -2.2233 1.3503
O 2.2609 -0.7180 0.9347
O 2.3208 0.5876 -1.5433
O 1.1576 1.5387 0.1920
N -0.2177 -0.2846 0.1350
C -1.2383 2.0042 0.3703
C -0.0845 1.0183 0.1070
C -1.6101 -1.8171 -0.9237
C 2.2264 1.1754 -0.5269
C 1.3419 -1.3894 0.5473
C -1.3765 -1.0348 0.1306
H -1.9794 -1.0223 1.0072
H -1.3625 2.1835 1.4935
H -2.3889 -2.6662 -1.0325
H -2.2099 1.7245 0.2209
H -0.9616 -1.9813 -1.7900
H -1.1332 3.0603 -0.0353
```

# 2
ORCA calculation (wB97M-V/def2-TZVPD) on the molecule C2H3NO2S2 in a non-equilibrium geometry.

The calculation puts the HOMO energy at -8.39 eV. The value obtained for the molecular weight is 137.185 g/mol. The value obtained for the energy above the lowest of the compared OMol25 structures with the same formula, charge and spin is 85.6 kcal/mol. As for the largest force on an atom: 3.7 eV/A.

The geometry in XYZ format:
```
10
C2H3NO2S2, DFT wB97M-V/def2-TZVPD
S -0.8203 -0.3408 1.5352
S -1.4146 -0.7042 -0.8848
O -0.5528 -1.7111 -1.4712
O -2.8214 -1.0844 -0.8920
N 1.0035 0.8269 -0.0244
C 0.7699 0.8519 -1.1445
C 0.8864 0.4809 1.3213
H 0.9278 1.3503 1.9324
H 0.5178 0.6786 -2.1390
H 1.5037 -0.3479 1.7670
```

# 3
ORCA calculation (wB97M-V/def2-TZVPD) on a cluster of 2 separate species, C4H7N3 in total.

The calculation puts the HOMO energy at -8.71 eV. The value obtained for the molecular weight is 97.121 g/mol. The value obtained for the energy above the lowest of the compared OMol25 structures with the same formula, charge and spin is 118.0 kcal/mol. As for the largest force on an atom: 0.6 eV/A.

The geometry in XYZ format:
```
14
C4H7N3, DFT wB97M-V/def2-TZVPD
N -0.9556 0.5898 -0.3606
N -0.8817 -1.5718 0.5320
N -0.2656 -2.6234 0.8334
C 2.5755 -0.0007 -0.5252
C -1.2131 1.9881 -0.0489
C 2.1955 -1.0348 -0.0399
C -1.0626 -0.3582 0.5719
H -0.3632 0.3868 -1.1574
H -0.3054 2.5268 0.2501
H 1.7966 -1.9346 0.3941
H -1.9321 2.0112 0.7709
H -1.6441 2.5257 -0.9004
H 2.9319 0.9149 -0.9405
H -0.8761 -3.4198 0.6205
```

# 4
ORCA calculation (wB97M-V/def2-TZVPD) on the molecule C4H8N2.

The calculation puts the HOMO energy at -8.77 eV. The value obtained for the molecular weight is 84.122 g/mol. The value obtained for the energy above the lowest of the compared OMol25 structures with the same formula, charge and spin is 112.6 kcal/mol. As for the largest force on an atom: 0.4 eV/A.

The geometry in XYZ format:
```
14
C4H8N2, DFT wB97M-V/def2-TZVPD
N -0.5592 1.1794 0.8586
N 1.1424 -1.2347 0.3806
C -1.7903 0.0927 0.2642
C 0.6062 -0.4026 -0.6834
C -0.4776 0.6176 -0.3878
C 1.9372 -0.1114 -0.1076
H -1.7321 -0.9808 0.4382
H -0.6991 1.2395 -1.2719
H 0.7105 -0.9607 1.2639
H -1.8533 0.5822 1.2928
H -2.6580 0.4621 -0.2796
H 1.9909 0.7702 0.5307
H 2.8479 -0.3589 -0.6459
H 0.5345 -0.8943 -1.6528
```

# 5
ORCA calculation (wB97M-V/def2-TZVPD) on a structure of composition C3H3O2Sr in a non-equilibrium geometry.

The calculation puts the HOMO energy at -11.64 eV. The value obtained for the molecular weight is 158.675 g/mol. Its total charge is +1. The value obtained for the energy above the lowest of the compared OMol25 structures with the same formula, charge and spin is 0.0 kcal/mol. As for the largest force on an atom: 1.6 eV/A.

The geometry in XYZ format:
```
9
C3H3O2Sr, DFT wB97M-V/def2-TZVPD
Sr -0.4922 0.5102 -0.4054
O -2.6021 -0.1090 -1.5127
O -4.5158 -0.8541 -2.5741
C 2.1771 -0.0757 1.6529
C 1.7534 0.5524 0.5423
C -3.5689 -0.4931 -2.0430
H 1.5268 -0.7323 2.2433
H 3.2000 0.0264 2.0397
H 2.5217 1.1751 0.0569
```

# 6
ORCA calculation (wB97M-V/def2-TZVPD) on a structure of composition C6H18AgClO8P2 in a non-equilibrium geometry.

The calculation puts the HOMO energy at -9.98 eV. The value obtained for the molecular weight is 423.471 g/mol. The value obtained for the energy above the lowest of the compared OMol25 structures with the same formula, charge and spin is 15.2 kcal/mol. As for the largest force on an atom: 1.8 eV/A.

The geometry in XYZ format:
```
36
C6H18AgClO8P2, DFT wB97M-V/def2-TZVPD
Ag 33.0875 15.3631 -9.2038
Cl 34.8104 13.4483 -8.6110
P 39.1857 10.0744 -10.2612
P 32.6995 8.2409 -5.8613
O 31.4651 8.1145 -6.8622
O 32.3684 8.6201 -4.4734
O 33.7805 9.1484 -6.6092
O 33.3949 6.8019 -5.9412
O 39.1248 11.6249 -10.7095
O 40.5313 9.4881 -10.3498
O 38.5267 10.0940 -8.8115
O 38.1097 9.3981 -11.2013
C 37.2236 10.6447 -8.6330
C 33.6437 10.5639 -6.6734
C 39.8757 12.5472 -9.9261
C 38.2608 8.0719 -11.6966
C 32.6226 5.6326 -5.7039
C 30.5545 9.1870 -7.1141
H 40.2135 12.0955 -8.9910
H 40.7103 12.9951 -10.4591
H 32.6527 10.9318 -6.4038
H 37.0867 10.7935 -7.5633
H 37.0294 11.5476 -9.2093
H 36.4820 9.8895 -8.9118
H 39.2022 7.5999 -11.4153
H 33.0056 4.9483 -4.9505
H 34.4635 10.9663 -6.0800
H 31.6007 5.8750 -5.4022
H 33.7855 10.9438 -7.6879
H 30.3381 9.7682 -6.2156
H 30.8211 9.7231 -8.0187
H 39.1848 13.3331 -9.6106
H 38.3014 8.1179 -12.7856
H 32.5427 5.1140 -6.6606
H 37.4107 7.4814 -11.3652
H 29.5931 8.6787 -7.2359
```

# 7
ORCA calculation (wB97M-V/def2-TZVPD) on a cluster of 2 separate species, C2H8NO2 in total in a non-equilibrium geometry.

The calculation puts the HOMO energy at -3.19 eV. The value obtained for the molecular weight is 78.091 g/mol. Its total charge is -1. The value obtained for the energy above the lowest of the compared OMol25 structures with the same formula, charge and spin is 14.3 kcal/mol. As for the largest force on an atom: 1.1 eV/A.

The geometry in XYZ format:
```
13
C2H8NO2, DFT wB97M-V/def2-TZVPD
O 0.5608 -0.9231 -1.8215
O 0.0736 -0.1351 0.5051
N 0.6913 1.4507 2.1726
C 0.3484 0.0537 1.7998
C -0.6991 -0.8216 -2.4298
H -1.0154 0.2350 -2.4683
H -0.5213 -0.1810 2.4599
H -1.4990 -1.3855 -1.9433
H 1.1881 -0.5700 2.1723
H -0.0967 1.9763 2.5023
H -0.5913 -1.1175 -3.4806
H 1.1553 1.9224 1.4150
H 0.4053 -0.5041 -0.8833
```

# 8
ORCA calculation (wB97M-V/def2-TZVPD) on a structure of composition C6H9N2O in a non-equilibrium geometry.

The calculation puts the HOMO energy at -14.43 eV. The value obtained for the molecular weight is 125.151 g/mol. Its total charge is +1. The value obtained for the energy above the lowest of the compared OMol25 structures with the same formula, charge and spin is 73.4 kcal/mol. As for the largest force on an atom: 6.4 eV/A.

The geometry in XYZ format:
```
18
C6H9N2O, DFT wB97M-V/def2-TZVPD
O -2.7647 0.5978 0.4333
N 0.4275 1.8941 1.0252
N 1.6016 0.1450 0.2496
C 0.2440 -0.7922 -1.6010
C 0.3581 -0.4207 -0.0968
C -0.3640 -1.3626 0.7685
C 1.6249 1.3476 0.8297
C -0.5030 1.1473 0.5495
C -1.8359 1.3557 0.3876
H -0.1161 -2.4266 0.6287
H -1.3999 -1.3506 0.4263
H 2.3358 -0.1706 -0.3081
H -0.5032 -1.0403 1.8095
H -1.9444 2.2433 -0.3247
H 2.5487 1.7696 1.0699
H 0.3412 -1.8881 -1.7071
H 0.7787 -0.1847 -2.4204
H -0.8291 -0.8639 -1.7196
```

# 9
ORCA calculation (wB97M-V/def2-TZVPD) on a structure of composition C12H36FInO6S6 in a non-equilibrium geometry.

The calculation puts the HOMO energy at -14.06 eV. The value obtained for the molecular weight is 602.632 g/mol. Its total charge is +2. The value obtained for the energy above the lowest of the compared OMol25 structures with the same formula, charge and spin is 46.7 kcal/mol. As for the largest force on an atom: 2.5 eV/A.

The geometry in XYZ format:
```
62
C12H36FInO6S6, DFT wB97M-V/def2-TZVPD
In 0.1578 -0.1327 0.2658
S 3.1571 -2.6057 1.5556
S 0.6613 3.8986 -1.3892
S -1.2668 2.0703 3.2811
S -1.6237 -4.0074 0.6210
S 0.7767 -2.7271 -2.9322
S -3.7155 1.8049 -0.2406
F 2.6411 0.8899 1.3105
O -1.3067 -2.5669 0.2746
O 1.7041 -2.3119 1.2337
O -2.3517 1.3382 0.2552
O -0.2142 1.9959 2.1666
O 0.2454 2.5203 -0.9178
O 0.9464 -2.2295 -1.4857
C -3.4233 2.3703 -1.9521
C -1.7419 3.8392 3.4247
C -0.6806 5.1179 -1.1594
C 3.3186 -4.4089 1.6565
C 4.0615 -2.3423 0.0153
C 2.3091 -3.5981 -3.3613
C -2.6877 -4.6593 -0.7088
C -4.1540 3.3971 0.5409
C 1.1015 -1.3422 -4.1126
C -0.3626 2.0854 4.8767
C -0.1829 -5.0893 0.2843
C 1.7975 4.5795 -0.1055
H 1.0191 -1.7207 -5.1311
H -2.7765 -5.7425 -0.6838
H 0.2937 -4.8169 -0.6580
H 0.4664 2.7921 4.8961
H 3.5389 -2.7110 -0.8656
H -1.5727 5.0718 -1.7796
H 4.3652 -4.6314 1.8668
H 4.1521 -1.2649 -0.1306
H -4.3277 3.2420 1.6015
H -1.0792 2.4740 5.5998
H -0.4340 -6.1458 0.3422
H -4.2191 3.0057 -2.3327
H -2.4317 2.8162 -2.0243
H 0.5533 -4.8144 1.0385
H 2.7471 4.0522 -0.0362
H -2.4570 4.0293 2.6280
H 1.9583 5.6360 -0.3152
H 0.4400 -0.4976 -3.9373
H -2.2268 -4.3884 -1.6631
H -2.3073 3.9022 4.3527
H 1.3479 4.4544 0.8810
H -3.3315 1.4299 -2.4954
H -1.0558 5.1357 -0.1314
H 3.1254 -4.8343 0.6720
H 2.6689 -4.7672 2.4509
H 2.4771 -3.6546 -4.4375
H -3.6193 -4.0978 -0.7533
H -4.9193 3.9155 -0.0329
H 5.0719 -2.7503 0.0410
H -0.0251 1.0744 5.0893
H -0.2502 6.1193 -1.2203
H 2.4238 -4.5767 -2.8963
H -3.2555 4.0083 0.4239
H -0.9105 4.5281 3.2980
H 3.2378 -3.1071 -3.0565
H 2.1460 -1.0516 -3.9979
```

# 10
ORCA calculation (wB97M-V/def2-TZVPD) on a structure of composition C32H66AlF3NO7PS in a non-equilibrium geometry.

The calculation puts the HOMO energy at -12.23 eV. The value obtained for the molecular weight is 723.897 g/mol. Its total charge is +2. As for the largest force on an atom: 7.1 eV/A.

The geometry in XYZ format:
```
112
C32H66AlF3NO7PS, DFT wB97M-V/def2-TZVPD
S -5.1903 -0.6052 -2.3129
P -0.5646 -1.2367 -0.3928
Al 1.7455 -4.1253 -0.3111
F 3.0269 -2.1088 -3.4645
F 1.0642 -1.5950 -4.6176
F 1.8508 -3.6863 -4.5287
O 7.6039 -7.3176 0.7672
O 2.8543 3.5220 5.7034
O 1.1650 -4.2783 -2.2218
O 9.1373 -4.7592 -1.0297
O 4.8306 -2.0891 1.9766
O 0.6624 2.8629 1.6940
O -8.0842 0.7893 -2.1632
N 5.1750 -1.3155 -0.0801
C 1.9144 3.4475 2.0851
C 0.2243 4.5729 3.2771
C 8.2919 -6.2367 0.6656
C -0.7662 -0.0229 -1.8233
C -7.8487 1.1329 -0.7884
C -3.0034 3.9482 -2.9827
C -1.2407 -3.0087 -0.2468
C -1.9839 -0.5082 0.6293
C 1.7264 -2.4840 -3.7945
C 4.6888 -3.7983 0.2897
C -8.7039 -0.5100 -2.2932
C -4.2654 3.8797 -2.0118
C -0.3310 1.4336 -1.2594
C -0.3238 -4.0192 0.6215
C -3.3415 -0.1843 -0.1180
C 4.3157 2.4420 7.2316
C -2.0877 2.6103 -2.9353
C 0.0911 -3.5047 1.9264
C -0.4055 3.6375 2.2632
C 1.0541 -1.8643 -1.2625
C -1.3910 2.5964 -1.5054
C -5.6017 3.3511 -2.7419
C 4.8849 -2.4184 0.8247
C 6.6335 -0.9690 -0.1056
C 3.5661 1.3526 5.0263
C 0.8240 -2.8619 -2.5057
C 1.5974 4.8027 2.6833
C -3.9097 -1.2814 -1.1188
C -6.8282 2.3479 -0.5923
C -6.8894 3.4275 -1.7806
C 3.5146 2.5341 5.9611
C 8.4408 -5.8377 -0.9296
H 5.6634 -4.2370 0.0515
H -8.6432 -1.1200 -1.3325
H 1.1724 -3.1630 2.0616
H 7.4080 -5.8045 -1.3163
H -7.4472 0.2460 -0.1948
H -2.1095 2.5974 -0.6267
H -7.1406 2.8643 0.3800
H -2.3251 4.7699 -2.5575
H 0.6344 1.7625 -1.7859
H 1.7028 -2.4380 -0.4781
H -4.1444 -0.0379 0.6897
H -4.5373 4.9216 -1.6180
H -3.0759 -1.6855 -1.7943
H -7.8152 3.2690 -2.4339
H 6.9278 -0.6169 0.8823
H -8.2745 -1.0748 -3.1793
H 4.6921 -0.5194 0.3517
H 2.5759 3.5156 1.2173
H -0.6361 -3.3733 2.7922
H 0.0155 -5.0401 0.2818
H -9.8145 -0.3428 -2.4981
H 2.9442 1.5537 4.1541
H -3.3409 0.8099 -0.6872
H -4.0981 3.2451 -1.0799
H -1.3643 2.5496 -3.8054
H 5.3752 2.3230 6.9957
H -0.2539 -2.7676 -2.8814
H 0.3191 4.0688 4.2437
H -0.8849 4.1950 1.4513
H -5.7405 4.0151 -3.6578
H -5.4288 2.2687 -3.0270
H 1.7457 -1.0179 -1.6102
H -4.4398 0.0647 -3.2875
H -7.0145 4.4659 -1.3270
H 8.8356 -6.7366 -1.4285
H 2.3403 5.1310 3.4108
H -4.3308 -2.1642 -0.5506
H 4.8292 -1.5175 -1.0215
H 0.3180 -0.8067 0.6863
H -1.7654 -0.0339 -2.3498
H -0.3500 5.4880 3.4248
H -5.7968 1.8964 -0.4653
H 4.1870 -4.4099 1.0363
H 7.8811 -5.3345 1.1504
H 1.5381 5.5550 1.8902
H 4.1864 3.3595 7.8075
H 7.2002 -1.8544 -0.3969
H 0.4816 -4.8024 -2.6933
H 4.5932 1.1862 4.6939
H -1.5812 -3.4742 -1.2376
H 6.7681 -0.1781 -0.8426
H -0.8104 3.5827 -1.4204
H -0.0055 -0.2282 -2.6581
H 3.9659 1.5995 7.8319
H 2.3751 2.7877 2.8239
H -1.1453 2.9696 2.7111
H -2.2475 -1.1193 1.5658
H 4.0710 -3.7663 -0.6068
H -8.8382 1.4353 -0.3106
H -3.2679 4.1986 -4.0585
H 3.1838 0.4629 5.5309
H -1.6026 0.4876 1.0603
H -2.8371 1.7388 -2.9362
H -2.2153 -2.9297 0.3533
H -0.0481 1.4038 -0.1497
H 9.3171 -6.2582 1.0670
```

# 11
ORCA calculation (wB97M-V/def2-TZVPD) on a cluster of 2 separate species, CH2NO2S in total in a non-equilibrium geometry.

The calculation puts the HOMO energy (alpha / beta) at -2.97 / -1.42 eV. The value obtained for the molecular weight is 92.099 g/mol. Its total charge is -1. The value obtained for the energy above the lowest of the compared OMol25 structures with the same formula, charge and spin is 91.7 kcal/mol. As for the largest force on an atom: 5.7 eV/A.

The geometry in XYZ format:
```
7
CH2NO2S, DFT wB97M-V/def2-TZVPD
S -2.0017 -1.7191 -0.5219
O -1.7785 0.6776 0.5388
O 1.7575 0.9137 0.3510
N 1.1718 -0.1978 -0.3802
C -1.4977 -0.3404 -0.0538
H 0.4181 0.2223 -1.1099
H 1.9306 0.4436 1.1760
```

# 12
ORCA calculation (wB97M-V/def2-TZVPD) on a structure of composition C2H3AuLiO2 in a non-equilibrium geometry.

The calculation puts the HOMO energy (alpha / beta) at -17.92 / -20.22 eV. The value obtained for the molecular weight is 262.952 g/mol. The spin multiplicity is 4. Its total charge is +2. The value obtained for the energy above the lowest of the compared OMol25 structures with the same formula, charge and spin is 69.6 kcal/mol. As for the largest force on an atom: 13.1 eV/A.

The geometry in XYZ format:
```
9
C2H3AuLiO2, DFT wB97M-V/def2-TZVPD
Au 1.5894 0.2746 -2.2779
O 1.0379 -0.1719 -0.7427
O -1.9263 0.0443 0.9237
C -0.6714 -0.1750 1.0475
C -0.0547 0.4022 -0.1374
Li 1.9585 -1.1506 0.4678
H -1.4302 0.4980 -0.4880
H -0.4506 -1.2270 1.3203
H -0.0525 1.5054 -0.1132
```

- What is the molecular weight in the fourth record?
  84.122 g/mol

Repeat the eighth record exactly.
ORCA calculation (wB97M-V/def2-TZVPD) on a structure of composition C6H9N2O in a non-equilibrium geometry.

The calculation puts the HOMO energy at -14.43 eV. The value obtained for the molecular weight is 125.151 g/mol. Its total charge is +1. The value obtained for the energy above the lowest of the compared OMol25 structures with the same formula, charge and spin is 73.4 kcal/mol. As for the largest force on an atom: 6.4 eV/A.

The geometry in XYZ format:
```
18
C6H9N2O, DFT wB97M-V/def2-TZVPD
O -2.7647 0.5978 0.4333
N 0.4275 1.8941 1.0252
N 1.6016 0.1450 0.2496
C 0.2440 -0.7922 -1.6010
C 0.3581 -0.4207 -0.0968
C -0.3640 -1.3626 0.7685
C 1.6249 1.3476 0.8297
C -0.5030 1.1473 0.5495
C -1.8359 1.3557 0.3876
H -0.1161 -2.4266 0.6287
H -1.3999 -1.3506 0.4263
H 2.3358 -0.1706 -0.3081
H -0.5032 -1.0403 1.8095
H -1.9444 2.2433 -0.3247
H 2.5487 1.7696 1.0699
H 0.3412 -1.8881 -1.7071
H 0.7787 -0.1847 -2.4204
H -0.8291 -0.8639 -1.7196
```